Record 1
ORCA calculation (wB97M-V/def2-TZVPD) on a gas-phase ion, C2H6N3S (charge +1) at a distorted geometry.

Each line ends with the Löwdin charge.
Geometry (Å):
C 0.04144 -0.18232 -2.06163  -0.404
C -1.02851 -0.24698 0.09023  -0.220
N -0.81144 -0.32752 -1.14215  0.043
N 0.95491 1.12631 -0.26087  -0.331
N -0.45781 -1.12974 0.82854  0.215
S 1.39703 0.79403 -1.82239  0.990
H -0.16021 -0.69202 -3.05927  0.136
H -1.62103 0.48079 0.50064  0.143
H 0.60151 2.10535 -0.21233  0.096
H 1.78954 0.83655 0.29183  0.082
H 0.29560 -1.62848 0.46307  0.122
H -0.63859 -1.25917 1.78620  0.129

Properties
- Kohn-Sham gap: 10.50 eV
- Total charge: +1
- F_max: 4.05 eV Å⁻¹
- Multiplicity: 1
- E_tot: -641.96251 Eh
- HOMO level: -14.3 eV



Record 2
ORCA calculation (wB97M-V/def2-TZVPD) on a molecular structure, C28H64Br3F3N2O5Zr at a distorted geometry.

Each line ends with the Löwdin charge.
Geometry (Å):
Zr -0.12287 -1.33013 4.28514  2.151
C 3.23359 -1.14881 4.24771  -0.328
O 2.96019 0.10179 4.89463  -0.129
O 1.98972 -1.61318 3.84927  -0.255
C 4.24474 -0.99861 3.10188  -0.554
F 4.43712 -2.14497 2.45418  0.183
F 3.96090 0.00120 2.26961  0.182
F 5.42316 -0.69239 3.69978  0.146
C 3.96592 0.57983 5.79005  -0.231
C 3.47673 1.90903 6.34111  -0.045
H 3.53596 2.64982 5.54558  0.084
H 2.52158 1.80955 6.86099  0.067
H 4.12497 2.30233 7.12749  0.095
H 4.91738 0.76648 5.28554  0.124
H 4.19648 -0.19253 6.53373  0.135
H 3.68192 -1.76050 5.03656  0.174
C 1.10868 0.40792 0.81000  -0.009
C -0.36529 0.28483 1.26535  -0.497
C -1.29499 0.04036 0.07437  -0.034
O -0.47687 -0.61630 2.33161  -0.316
H 1.47055 -0.59731 0.57404  0.081
H 1.74063 0.86010 1.57315  0.067
H 1.18019 0.98204 -0.11156  0.080
H -0.58310 1.31134 1.59329  0.078
H -2.31696 0.15611 0.44169  0.037
H -1.14651 -0.95164 -0.34349  0.060
H -1.13518 0.83320 -0.65157  0.085
C -3.56346 3.67454 2.09542  -1.497
Br -4.12091 1.77949 2.03036  0.596
Br -1.77320 3.91450 1.35284  0.702
Br -3.82415 4.44242 3.85172  0.665
H -4.27304 4.18309 1.45694  -0.025
C -1.32082 -0.89006 -3.88981  -0.109
C -1.08875 -2.35110 -4.27767  -0.272
C -2.37475 -3.16625 -4.30389  -0.247
C -2.14067 -4.60060 -4.83445  -0.225
C -3.30504 -5.54508 -4.51465  -0.275
C -2.91856 -7.00177 -4.72285  -0.111
H -1.67524 -0.86906 -2.85711  0.045
H -2.00975 -0.39246 -4.57231  0.079
H -0.39917 -0.30551 -3.92472  0.061
H -0.64774 -2.40462 -5.27596  0.114
H -0.34776 -2.77376 -3.59297  0.097
H -3.14429 -2.70567 -4.93503  0.119
H -2.92158 -3.15277 -3.35426  0.086
H -2.03157 -4.51128 -5.91708  0.118
H -1.20455 -4.97144 -4.40911  0.103
H -3.60813 -5.34040 -3.48321  0.090
H -4.14951 -5.28342 -5.15541  0.113
H -2.08358 -7.31489 -4.09119  0.068
H -3.74355 -7.62877 -4.37967  0.072
H -2.63848 -7.14587 -5.76466  0.079
C 0.15835 3.67801 -1.68802  -0.151
C 0.54885 4.18432 -3.08721  -0.257
C 0.63856 3.02611 -4.08199  -0.240
C 1.20860 3.38667 -5.44896  -0.224
C 0.36852 4.38756 -6.24411  -0.272
C 1.04610 4.68300 -7.58368  -0.122
H 0.97635 3.07724 -1.28227  0.059
H -0.77721 3.11510 -1.71338  0.054
H 0.01875 4.53124 -1.01902  0.039
H -0.23447 4.87523 -3.40470  0.108
H 1.47932 4.73803 -2.95180  0.115
H -0.34566 2.55469 -4.14654  0.107
H 1.32623 2.28598 -3.65308  0.106
H 2.17082 3.85664 -5.22211  0.115
H 1.40114 2.51916 -6.08090  0.113
H -0.67697 4.09625 -6.36701  0.110
H 0.29931 5.36752 -5.75936  0.101
H 2.04364 5.11084 -7.47067  0.075
H 1.04183 3.80507 -8.23211  0.073
H 0.55626 5.46287 -8.17598  0.070
C -1.81849 -4.13070 -1.07242  -0.044
C -1.18770 -4.27300 0.32355  -0.390
C 0.31377 -4.01295 0.31133  -0.204
O 0.84010 -4.28100 1.59993  -0.196
C 2.23972 -4.08658 1.62837  -0.118
N -1.82771 -3.33067 1.26943  0.050
H -2.84138 -4.50279 -1.06172  0.087
H -1.25890 -4.65928 -1.84874  0.086
H -1.79045 -3.09928 -1.42851  0.059
H -1.31884 -5.26918 0.74735  0.146
H 0.47999 -2.94170 0.11828  0.117
H 0.79162 -4.60075 -0.47569  0.140
H 2.59966 -4.20500 2.65016  0.082
H 2.45592 -3.07395 1.26823  0.072
H 2.81567 -4.80650 1.03959  0.104
H -1.75692 -2.38038 0.93270  0.018
H -2.81537 -3.57042 1.20468  0.082
C -1.88344 1.95820 5.92516  -0.041
C -0.92831 1.88259 4.74415  -0.392
C -0.19469 3.18672 4.53428  -0.226
O 0.76296 2.97804 3.52751  -0.232
C 1.48554 4.16536 3.24654  -0.068
N 0.11716 0.82367 4.95737  -0.056
H -1.28668 1.99702 6.84549  0.095
H -2.58660 1.13571 6.05655  0.089
H -2.40198 2.91303 5.87157  0.051
H -1.54102 1.65194 3.86535  0.107
H 0.25366 3.53023 5.47644  0.150
H -0.93331 3.93181 4.22372  0.085
H 2.44376 3.94838 2.77387  0.101
H 1.77482 4.71423 4.14737  0.101
H 0.89604 4.78681 2.57183  0.076
H 0.54923 1.05839 5.86161  0.109
H 0.88348 1.23157 4.36622  0.100

Properties
- Kohn-Sham gap: 4.61 eV
- Total charge: +2
- F_max: 9.52 eV Å⁻¹
- Multiplicity: 1
- E_tot: -9659.00900 Eh
- HOMO level: -13.8 eV



Record 3
ORCA calculation (wB97M-V/def2-TZVPD) on a molecular structure, C12H24NO4P2Pd at a distorted geometry.

Each line ends with the Löwdin charge.
Geometry (Å):
Pd -0.01881 0.00231 0.31138  0.601
P -2.19395 0.37978 -0.49966  0.773
C -2.12889 0.81749 -2.20422  -0.160
C -0.87800 1.26968 -2.64016  -0.332
N 0.23777 0.97813 -1.87880  0.054
C 1.43183 1.40078 -2.26230  -0.322
C 1.61309 2.14128 -3.43327  0.016
C 0.52182 2.44038 -4.23991  -0.019
C -0.72901 2.00632 -3.85244  0.015
C 2.63150 1.05847 -1.42596  -0.247
P 2.18505 -0.38545 -0.37948  0.808
H -1.63826 2.20468 -4.41601  0.126
H 2.61736 2.45375 -3.68871  0.127
H 0.63738 3.02738 -5.14353  0.125
H 3.51445 0.89948 -2.05790  0.110
H 2.89294 1.86764 -0.72991  0.113
H -2.16303 -1.23889 -3.85590  0.026
H -3.00454 1.02885 -2.83002  0.111
H -0.75905 -3.37178 -2.66249  0.016
O -1.96590 -2.19367 -3.99219  -0.066
H -2.50311 -2.42461 -4.78170  0.072
H -0.21343 -1.64920 0.12479  0.080
O -0.46361 -3.77667 -1.80827  -0.096
H 0.43723 -3.40740 -1.65796  0.004
C 2.74309 -1.73799 -1.44083  -0.248
H 3.79151 -1.66254 -1.76846  0.070
H 2.62631 -2.64590 -0.82792  0.057
H 2.09519 -1.77676 -2.32640  0.052
C 3.47805 -0.31970 0.87899  -0.244
H 3.36221 -1.26629 1.42856  0.063
H 4.51054 -0.24102 0.50876  0.068
H 3.25300 0.53201 1.53327  0.049
C -2.98111 1.76088 0.37608  -0.230
H -3.96719 1.96019 -0.06308  0.061
H -3.09004 1.49801 1.43579  0.066
H -2.32547 2.63066 0.25932  0.044
C -3.35187 -0.98130 -0.29572  -0.251
H -3.50346 -1.10323 0.78548  0.062
H -4.31064 -0.74525 -0.77826  0.061
H -2.90418 -1.88395 -0.72878  0.044
O 0.58479 0.53632 2.46832  -0.146
C 0.27777 1.75389 2.21000  -0.499
O 0.04741 2.23123 1.04598  -0.151
H 0.18846 2.44242 3.07830  0.139

Properties
- Kohn-Sham gap (alpha / beta): 8.20 / 6.67 eV
- Total charge: +1
- F_max: 2.46 eV Å⁻¹
- Multiplicity: 3
- E_tot: -1637.69713 Eh
- HOMO level (alpha / beta): -11.9 / -12.2 eV



Record 4
ORCA calculation (wB97M-V/def2-TZVPD) on a gas-phase ion, C8H13N2O (charge +1) at a distorted geometry.

Each line ends with the Löwdin charge.
Geometry (Å):
C 3.30179 0.27524 0.18760  -0.059
C 2.77871 -0.96485 0.42288  -0.065
C 2.41577 1.25535 -0.28519  -0.046
C 1.40393 -1.23736 0.29271  -0.046
C 1.11087 0.97860 -0.36476  -0.079
C 0.56041 -0.25503 -0.12209  -0.158
C -1.59830 1.70870 1.12964  0.018
C -1.02643 -0.37021 -0.16183  -0.548
N -1.58563 -1.24982 0.73560  0.119
N -1.29291 -0.87285 -1.67298  0.244
O -1.67230 0.84528 -0.08558  -0.140
H 4.36864 0.45532 -0.05393  0.134
H 3.43314 -1.69494 0.89112  0.121
H 2.62370 2.34679 -0.40988  0.144
H 1.26069 -2.29837 0.44700  0.110
H 0.32469 1.70906 -0.58759  0.121
H -1.70396 1.08229 2.03667  0.103
H -2.43819 2.38195 1.04086  0.094
H -0.65626 2.29283 1.15949  0.093
H -2.63238 -1.46415 0.58888  0.156
H -1.08221 -2.18006 0.96461  0.147
H -2.32437 -0.70765 -1.77645  0.170
H -0.97079 -1.81643 -1.93169  0.169
H -0.83405 -0.11575 -2.29667  0.199

Properties
- Kohn-Sham gap (alpha / beta): 5.45 / 6.51 eV
- Total charge: +1
- F_max: 7.81 eV Å⁻¹
- Multiplicity: 3
- E_tot: -496.93708 Eh
- HOMO level (alpha / beta): -8.7 / -13.0 eV



Record 5
ORCA calculation (wB97M-V/def2-TZVPD) on a molecular structure, C16H27GdN3S4 at a distorted geometry.

Each line ends with the Löwdin charge.
Geometry (Å):
Gd 0.08824 -0.00924 0.08603  1.439
S -1.10434 1.94893 1.73999  0.825
S 2.59662 -0.31382 -1.17188  0.821
C -2.62871 2.57336 0.92886  -0.272
C -0.04386 3.42336 1.65086  -0.392
C 0.70999 3.48861 0.33617  -0.261
N 1.47385 2.24739 0.11473  -0.212
C 2.41485 2.44257 -1.00296  -0.261
C 3.41857 1.30613 -1.06478  -0.392
H 0.64853 3.33977 2.50062  0.103
H -0.67950 4.30217 1.79690  0.116
H 1.37845 4.36288 0.35805  0.149
H 0.01981 3.61776 -0.50843  0.134
H 2.96487 3.39000 -0.89203  0.149
H 1.82965 2.50440 -1.93063  0.133
H 4.02897 1.26649 -0.15144  0.103
H 4.08111 1.40028 -1.93091  0.116
C 2.32068 -0.42281 -2.98599  -0.275
H 2.05254 2.11019 0.95909  0.128
H 2.03088 0.55768 -3.38201  0.063
H 1.53854 -1.16237 -3.19150  0.037
H 3.26458 -0.75041 -3.44201  0.079
H -3.24024 1.72494 0.60175  0.034
H -2.36644 3.20940 0.07483  0.064
H -3.18124 3.15502 1.67853  0.078
C 1.43422 -0.74598 2.34943  -0.093
C 0.59200 -1.78525 2.07568  -0.077
H 1.15106 0.08516 3.03163  0.091
H 2.48157 -0.71225 1.97750  0.090
H -0.42276 -1.86784 2.51073  0.082
H 0.88524 -2.66357 1.46964  0.076
C 1.91853 -3.46772 -1.21501  -0.074
C 0.56351 -3.06718 -1.65377  -0.625
N -0.17563 -2.11710 -1.07916  -0.109
C -1.53399 -2.20277 -1.46976  -0.320
C -1.73906 -3.14673 -2.45018  -0.269
S -0.27965 -3.96321 -2.87405  1.204
C -2.53593 -1.55887 -0.64054  -0.320
C -3.90245 -1.73389 -0.68177  -0.266
S -4.66917 -1.14180 0.74808  1.197
C -3.11671 -0.74276 1.40476  -0.635
N -2.11376 -0.90485 0.54143  -0.114
C -2.96524 -0.45026 2.85001  -0.081
H 2.68755 -2.91545 -1.77241  0.068
H 2.03510 -4.53589 -1.44013  0.108
H 2.05260 -3.31212 -0.13842  0.080
H -2.71372 -3.37459 -2.86956  0.105
H -4.41863 -2.22582 -1.49671  0.104
H -3.36479 -1.30150 3.42024  0.117
H -1.91689 -0.30479 3.13110  0.049
H -3.54942 0.44436 3.09944  0.104

Properties
- Kohn-Sham gap (alpha / beta): 7.18 / 3.94 eV
- Total charge: +3
- F_max: 2.12 eV Å⁻¹
- Multiplicity: 8
- E_tot: -3147.60841 Eh
- HOMO level (alpha / beta): -17.2 / -17.2 eV



Record 6
ORCA calculation (wB97M-V/def2-TZVPD) on 2 unconnected molecules or ions with the total composition C39H36N at a distorted geometry.

Each line ends with the Löwdin charge.
Geometry (Å):
C -3.25087 1.69379 1.60986  -0.152
C -2.06034 2.23087 2.39624  -0.137
C -1.09687 1.15037 2.77566  -0.136
C -1.44253 -0.22775 2.68284  -0.098
C -0.47017 -1.20915 3.03191  -0.140
C 0.78404 -0.81255 3.45325  0.029
C 1.17419 0.55746 3.48813  -0.206
C 2.53257 0.95050 3.71109  0.019
C 3.14268 2.08937 3.18799  -0.243
C 4.58358 2.30342 3.13213  -0.056
C 4.84336 3.43845 2.35919  -0.080
C 3.58518 4.01498 1.96348  -0.069
C 2.55514 3.21109 2.46794  -0.073
C 0.14503 1.49670 3.26007  -0.015
C -0.79794 -2.66403 2.91121  -0.144
C -2.08947 -2.95000 2.14350  -0.161
C -3.17305 -1.94092 2.46722  -0.163
N -2.69704 -0.58771 2.29209  -0.081
C -3.75436 0.40290 2.22955  -0.154
H -4.05796 2.43074 1.58539  0.119
H -2.93685 1.50623 0.57634  0.127
H -1.53982 2.98881 1.79271  0.126
H -2.40896 2.74409 3.30739  0.106
H 1.52626 -1.56936 3.71824  0.130
H 3.18585 0.20254 4.16454  0.122
H 5.30058 1.62974 3.59626  0.103
H 5.81803 3.83366 2.08282  0.099
H 3.46378 4.90725 1.35555  0.102
H 1.50334 3.33921 2.25527  0.087
H 0.31754 2.54338 3.49789  0.074
H 0.03036 -3.17285 2.40133  0.124
H -0.86810 -3.10819 3.91644  0.126
H -1.87925 -2.92816 1.06767  0.124
H -2.45644 -3.94956 2.38722  0.117
H -4.03304 -2.06727 1.79816  0.126
H -3.53645 -2.08256 3.50252  0.136
H -4.16028 0.59342 3.24357  0.122
H -4.56352 -0.02698 1.62587  0.126
C 1.00268 -1.26159 8.65840  -0.043
C 1.96394 -0.72379 7.79101  -0.047
C 1.66335 0.40173 7.02826  -0.010
C 0.39553 1.02475 7.11889  -0.151
C 0.10184 2.23912 6.36044  -0.045
C 1.16938 3.06388 5.93200  -0.021
C 1.05061 4.14755 5.08026  0.007
C 1.99130 5.23951 5.04121  -0.211
C 1.57397 6.51407 4.57855  -0.009
C 2.40797 7.61628 4.72347  -0.058
C 3.70177 7.45264 5.23812  -0.043
C 4.15927 6.18365 5.61984  -0.045
C 3.31792 5.07744 5.50251  -0.006
C -1.29122 2.65038 6.14934  -0.172
C -1.67640 4.00390 6.26423  -0.014
C -3.02048 4.37605 6.23293  -0.050
C -4.01242 3.41148 6.02540  -0.047
C -3.64987 2.06777 5.85175  -0.064
C -2.31013 1.69114 5.90871  -0.039
C -0.54139 0.49091 8.03719  -0.007
C -0.25125 -0.64875 8.77873  -0.049
H 1.23320 -2.15552 9.23974  0.116
H 2.94952 -1.18499 7.69497  0.116
H 2.40816 0.78497 6.32697  0.098
H 2.16866 2.81533 6.29932  0.117
H 0.11915 4.30906 4.53473  0.121
H 0.57076 6.61707 4.15408  0.123
H 2.04756 8.60881 4.43527  0.116
H 4.35408 8.31787 5.35304  0.115
H 5.16941 6.04731 6.01503  0.117
H 3.67686 4.07805 5.75852  0.116
H -0.90757 4.76740 6.41724  0.119
H -3.28513 5.42874 6.35782  0.117
H -5.06481 3.70124 5.99046  0.117
H -4.41485 1.30600 5.68427  0.113
H -2.03043 0.64055 5.78416  0.130
H -1.50274 0.99063 8.17603  0.122
H -1.01275 -1.06062 9.44254  0.116

Properties
- Kohn-Sham gap: 4.36 eV
- Total charge: +1
- F_max: 2.19 eV Å⁻¹
- Multiplicity: 1
- E_tot: -1562.21173 Eh
- HOMO level: -9.5 eV